C28H42N14OS | ωB97M-V/def2-TZVPD

Each line ends with the Löwdin charge.
Geometry (Å):
N (0.16, 0.67, -3.25)  0.07
C (3.72, 3.32, -2.75)  -0.06
C (5.40, 6.60, -3.70)  -0.07
N (2.28, -2.38, 4.39)  0.10
H (2.47, -5.45, 3.60)  0.08
C (-2.10, 0.96, -0.65)  -0.09
C (-4.53, -3.73, -2.19)  -0.06
C (1.92, -4.99, 4.42)  -0.08
C (-0.47, -0.77, 0.22)  -0.27
H (-6.58, 5.22, 0.56)  0.08
H (-3.67, 0.66, -2.12)  0.10
H (-1.01, -3.57, 12.01)  0.08
H (-4.56, -4.61, -1.54)  0.08
C (-0.43, 0.03, 1.52)  -0.32
C (-0.41, -4.25, -6.39)  -0.07
N (1.86, 2.39, -4.37)  0.15
H (-6.53, 3.52, 0.05)  0.08
H (4.61, 7.34, -3.87)  0.08
H (-2.50, -0.83, -2.73)  0.10
N (0.59, -6.12, 7.20)  0.12
H (3.52, 4.36, -2.52)  0.07
H (-1.48, -2.13, -2.06)  0.11
H (0.18, -5.05, -6.83)  0.08
C (2.13, -3.52, 4.40)  -0.30
H (-1.83, -0.12, -4.67)  0.07
C (-1.22, 1.28, 1.74)  -0.01
H (-1.23, 1.87, 2.68)  0.10
N (-3.61, 4.68, -0.44)  0.15
H (5.02, 5.61, -3.97)  0.05
H (0.21, -3.70, -5.67)  0.06
C (0.24, -5.07, 7.53)  -0.26
C (-4.89, -2.52, -1.42)  -0.27
C (-1.59, -4.81, -5.69)  -0.27
H (-0.73, -3.57, -7.17)  0.08
C (-3.06, 1.53, -1.78)  -0.19
N (0.68, -1.71, -3.30)  0.07
H (0.03, -2.99, 7.18)  0.08
H (-5.22, -3.87, -3.01)  0.08
N (0.32, -1.93, 0.22)  -0.24
H (-3.52, -3.63, -2.58)  0.06
H (0.86, -5.21, 4.32)  0.08
C (-1.51, -1.03, -2.24)  -0.09
H (-1.13, 3.77, -3.29)  0.09
N (7.14, 3.15, -3.28)  0.13
C (5.81, 6.62, -2.27)  -0.28
C (-1.35, -0.28, -0.90)  -0.07
H (7.37, 1.06, -0.91)  0.08
H (-3.75, 2.26, -1.30)  0.09
H (-0.82, 3.15, -1.64)  0.09
H (-2.64, 2.66, 0.77)  0.08
C (-1.27, -1.97, 10.65)  -0.25
H (-0.52, -1.98, 12.63)  0.08
H (0.89, -1.95, -2.33)  0.05
H (1.14, 0.62, -2.97)  0.05
H (-1.50, -1.71, -4.73)  0.06
C (-0.39, -0.70, -3.33)  -0.61
H (7.82, 2.63, -0.22)  0.08
N (0.43, -0.49, 2.49)  -0.22
C (7.12, 2.70, -2.22)  -0.26
H (6.11, 2.21, -0.43)  0.08
H (-1.29, -3.72, 8.11)  0.07
H (-2.36, 4.07, -1.98)  0.04
S (0.99, -1.87, 1.75)  0.92
N (-2.51, -5.25, -5.14)  0.11
H (0.28, -3.44, 8.88)  0.06
H (0.21, 0.98, -4.22)  0.04
H (2.28, -5.40, 5.37)  0.06
H (6.24, 6.84, -4.34)  0.08
H (4.70, 3.23, -3.22)  0.03
N (6.14, 6.63, -1.17)  0.12
C (-6.00, 4.30, 0.61)  -0.05
O (-2.28, 2.11, -2.81)  -0.21
C (-0.21, -3.72, 7.95)  -0.09
C (-1.26, -2.51, 12.03)  -0.06
H (-2.24, -2.39, 12.48)  0.08
C (2.67, 2.80, -3.66)  -0.22
C (-4.66, 4.52, 0.02)  -0.23
N (-5.14, -1.56, -0.83)  0.13
N (-1.05, -0.79, -4.67)  0.06
C (-2.05, 1.73, 0.63)  -0.02
H (1.52, -1.40, -3.78)  0.07
H (3.72, 2.74, -1.82)  0.08
H (-5.91, 4.00, 1.65)  0.08
C (7.11, 2.11, -0.86)  -0.05
C (-1.64, 3.31, -2.39)  -0.13
N (-1.28, -1.54, 9.58)  0.14

- E_HOMO: -7.9 eV
- LUMO: -0.2908 eV
- Kohn-Sham gap: 7.65 eV
- Net charge: 0